DFT (ωB97M-V/def2-TZVPD) results for C11H12CuNO6 as an isolated structure in a non-equilibrium geometry.

Cartesian coordinates (Å):
O  -0.3560  -4.9343  -1.9717
C  -0.5989  -3.8684  -1.4609
Cu  -0.5767  -3.7023  0.4863
C  -1.1392  -1.9216  0.7020
O  -1.6973  -1.0332  1.1820
C  1.2933  -1.7539  -2.3746
O  2.2003  -1.0287  -2.4580
C  -1.0218  -2.7347  -2.4807
O  -2.0994  -2.1965  -2.3792
C  0.8032  -4.9097  0.6180
O  1.6793  -5.6614  0.6472
H  -0.2891  -2.5655  -3.3383
O  -0.0981  -0.5083  -1.0857
C  0.1961  0.5744  -0.5222
C  -0.5108  1.8845  -0.8195
C  -1.3449  2.3992  0.3517
C  -0.5230  3.1318  1.4187
C  0.4692  2.2269  2.1574
C  1.5885  1.7029  1.2516
N  1.1684  0.5881  0.4167
H  0.2483  2.6270  -1.1093
H  -1.1680  1.7025  -1.6756
H  -2.1069  3.0896  -0.0337
H  -1.8952  1.5655  0.8147
H  0.0241  3.9622  0.9444
H  -1.2190  3.5598  2.1559
H  0.9355  2.8070  2.9680
H  -0.0658  1.3807  2.6191
H  1.9665  2.5279  0.6267
H  2.4113  1.3471  1.8850
H  1.7259  -0.2587  0.4641

Cartesian forces (eV/Å) of the 6 atoms listed first:
-0.4 2.1 1.2
0.2 -2.7 -3.1
-0.1 0.5 -0.1
-2.6 3.9 2.8
1.9 -3.0 -1.9
5.0 2.8 -0.1

- ΔE to the lowest compared entry with this formula, charge and spin (kcal per mole) = 17.0
- 2S+1 = 2
- E_HOMO (spin up / spin down) (eV) = -12.9 / -13.1
- charge = +1
- calculated total energy (eV) = -70006.5614

Partial atomic charges computed with the Mulliken method, in multiples of e: -0.35, 0.87, -1.01, 1.04, -0.25, 0.05, -0.23, 0.09, -0.37, 0.74, -0.17, 0.36, -0.56, 0.41, -0.81, -0.50, -0.72, -0.51, -0.77, 0.04, 0.42, 0.36, 0.36, 0.26, 0.31, 0.33, 0.34, 0.27, 0.30, 0.41, 0.33

***

DFT (ωB97M-V/def2-TZVPD) results for a 9-piece molecular cluster, C44H94Cl8N2O4P overall in a non-equilibrium geometry.

Cartesian coordinates (Å):
C  9.0604  -3.4154  -3.6859
C  8.5676  -4.7811  -4.2833
C  7.1372  -5.1079  -3.6796
C  6.1277  -4.0730  -3.9767
P  4.4035  -4.6968  -4.2205
C  4.3628  -5.7735  -5.6890
C  4.8767  -5.1597  -6.9984
C  5.5731  -6.1494  -7.9378
C  5.8945  -5.3491  -9.1759
C  4.0037  -5.9388  -2.9667
C  4.1305  -5.5434  -1.5239
C  3.7750  -6.5944  -0.4614
C  4.5004  -7.9209  -0.6867
C  3.2441  -3.4805  -4.7400
C  1.8074  -3.8631  -4.9360
C  0.8734  -2.7144  -5.1223
C  1.4076  -1.7588  -6.1906
H  10.0800  -3.1300  -3.9445
H  9.0617  -3.4897  -2.5984
H  8.5107  -2.5907  -4.1396
H  9.3603  -5.4977  -4.0684
H  8.4385  -4.6929  -5.3621
H  7.2640  -5.2385  -2.6049
H  6.8983  -6.1551  -3.8656
H  6.3544  -3.6319  -4.9473
H  6.0563  -3.2607  -3.2534
H  3.3532  -6.1729  -5.7847
H  4.9709  -6.6551  -5.4865
H  5.5518  -4.3186  -6.8400
H  3.9525  -4.6693  -7.3040
H  4.9749  -7.0000  -8.2644
H  6.4485  -6.6683  -7.5473
H  5.0613  -5.2379  -9.8699
H  6.6507  -5.8628  -9.7695
H  6.2972  -4.3475  -9.0247
H  4.6209  -6.8247  -3.1160
H  2.9583  -6.1441  -3.1971
H  3.5912  -4.6496  -1.2103
H  5.1686  -5.2277  -1.4208
H  2.7119  -6.6362  -0.6984
H  3.9121  -6.3373  0.5890
H  4.3148  -8.6438  0.1077
H  5.5828  -7.8821  -0.5642
H  4.2303  -8.3714  -1.6418
H  3.6503  -2.9153  -5.5788
H  3.3626  -2.7202  -3.9680
H  1.4362  -4.3427  -4.0303
H  1.6081  -4.6428  -5.6711
H  0.4345  -2.1156  -4.3242
H  -0.0891  -3.1524  -5.3868
H  0.5318  -1.1586  -6.4373
H  1.7684  -2.3461  -7.0349
H  2.2553  -1.2451  -5.7369
C  -8.9008  0.9517  -3.9774
C  -7.9113  2.1032  -3.7453
C  -8.0462  2.8488  -2.4069
C  -6.6797  3.5304  -2.0138
N  -6.7691  4.6072  -0.9171
C  -7.8828  5.5915  -1.3272
C  -7.5982  6.8739  -0.5657
C  -6.1116  6.8702  -0.1885
C  -5.5990  5.5500  -0.7484
C  -7.1389  4.0002  0.4503
H  -9.7857  1.5094  -4.2840
H  -9.0040  0.2975  -3.1117
H  -8.6039  0.2904  -4.7914
H  -8.0041  2.9100  -4.4723
H  -6.9295  1.6950  -3.9853
H  -8.1326  2.1481  -1.5765
H  -8.9197  3.4937  -2.5029
H  -6.1750  4.0079  -2.8537
H  -5.9994  2.8029  -1.5711
H  -8.9099  5.2797  -1.1375
H  -7.7392  5.8399  -2.3788
H  -8.2513  6.8799  0.3070
H  -7.8399  7.8133  -1.0628
H  -5.9573  6.9432  0.8880
H  -5.5934  7.6882  -0.6889
H  -4.7332  5.0649  -0.2977
H  -5.2917  5.6786  -1.7862
H  -7.0511  4.8115  1.1729
H  -6.5464  3.1337  0.7440
H  -8.1642  3.6566  0.3134
C  -5.2126  2.1550  7.9422
C  -3.9187  2.0482  8.7579
C  -3.1036  3.3593  8.8454
C  -2.7167  3.8524  7.4066
N  -1.8394  5.0520  7.2578
C  -2.4758  6.2368  8.0728
C  -2.3576  7.4753  7.1387
C  -1.4455  7.0384  5.9359
C  -1.7852  5.5114  5.7568
C  -0.3551  4.7503  7.6513
H  -5.8147  1.2949  8.2351
H  -4.9675  1.9022  6.9106
H  -5.8433  3.0438  7.9581
H  -3.2398  1.3629  8.2505
H  -3.9927  1.6326  9.7628
H  -2.1299  3.1928  9.3063
H  -3.6088  4.2230  9.2776
H  -3.5727  4.0860  6.7735
H  -2.1465  3.0608  6.9204
H  -1.9267  6.3662  9.0054
H  -3.5638  6.2057  8.1314
H  -1.9025  8.3396  7.6224
H  -3.3631  7.8086  6.8816
H  -0.3823  7.1668  6.1388
H  -1.7397  7.6923  5.1149
H  -0.9610  5.0217  5.2382
H  -2.7749  5.4475  5.3046
H  -0.2771  4.3798  8.6734
H  0.3187  5.5957  7.7905
H  0.0532  3.9578  7.0242
O  2.9173  0.1015  0.4619
C  1.8269  0.8715  1.0595
C  0.2590  0.6640  0.6838
O  -0.7789  1.3472  1.3522
H  2.1290  1.9119  1.1792
H  1.8021  0.4144  2.0488
H  0.0900  -0.4127  0.7005
H  0.0817  0.9360  -0.3567
O  -3.8666  -6.6116  0.7706
C  -4.4010  -5.5877  1.1697
O  -4.3075  -5.0216  2.4427
C  -4.7465  -3.6649  2.4402
C  -5.5223  -3.3953  1.2465
C  -5.0921  -4.5025  0.3614
H  -4.0331  -2.8439  2.5121
H  -5.3757  -3.6757  3.3303
H  -5.2181  -2.3988  0.9263
H  -6.5881  -3.4182  1.4735
H  -4.4770  -4.0946  -0.4406
H  -5.9543  -4.8495  -0.2082
C  7.7647  5.3834  0.7262
Cl  8.1594  6.4809  -0.5042
Cl  8.4332  6.0015  2.3054
H  6.6756  5.3758  0.7697
H  8.0684  4.3764  0.4399
C  7.9657  -0.3680  4.0609
Cl  7.7301  0.4749  5.6223
Cl  9.4820  -1.1500  3.9914
H  7.1576  -1.0722  3.8629
H  8.0084  0.2847  3.1889
C  1.0599  5.1908  -3.9644
Cl  1.2822  5.3386  -5.7130
Cl  1.4538  6.6768  -3.1218
H  -0.0016  4.9819  -3.8316
H  1.3922  4.2206  -3.5951
C  2.5984  -3.1161  7.1079
Cl  3.0905  -4.7046  7.7721
Cl  1.8850  -2.0062  8.3841
H  3.4872  -2.6779  6.6540
H  1.7970  -3.2965  6.3915

Cartesian forces (eV/Å) of the 6 atoms listed first:
0.2 -0.6 -0.9
-0.6 1.5 0.7
2.7 -1.7 1.2
-2.0 0.7 -0.9
1.6 -2.3 -1.4
1.5 -0.8 0.4

- ΔE to the lowest compared entry with this formula, charge and spin (kcal per mole) = 157.0
- E_HOMO (eV) = -3.7
- charge = +1
- calculated total energy (eV) = -167770.2558

Mulliken population analysis, charges in e, atoms 1 to 99: -1.14, -0.76, -0.84, -1.01, 0.22, -1.24, -0.94, -0.48, -1.37, -0.89, -0.89, -0.57, -1.13, -1.01, -0.75, -0.92, -1.09, 0.41, 0.29, 0.29, 0.40, 0.30, 0.48, 0.48, 0.79, 0.73, 0.88, 0.69, 0.35, 0.34, 0.33, 0.44, 0.32, 0.39, 0.37, 0.45, 0.61, 0.48, 0.26, 0.28, 0.38, 0.38, 0.29, 0.32, 0.73, 0.78, 0.26, 0.38, 0.48, 0.45, 0.41, 0.27, 0.31, -1.22, -0.81, -0.19, -1.07, 0.64, -0.70, -0.67, -0.69, -0.82, -1.22, 0.30, 0.34, 0.36, 0.36, 0.47, 0.39, 0.27, 0.33, 0.48, 0.41, 0.36, 0.28, 0.44, 0.38, 0.36, 0.58, 0.31, 0.45, 0.33, 0.39, -1.24, -0.55, -0.47, -1.01, 0.42, -0.48, -0.72, -0.64, -0.70, -1.10, 0.34, 0.37, 0.33, 0.35, 0.43, 0.35

***

DFT (ωB97M-V/def2-TZVPD) results for one molecule with the formula C5H9NO in a non-equilibrium geometry.

Cartesian coordinates (Å):
C  -1.2189  -0.7770  -0.9610
C  -0.8352  -0.1739  0.3794
O  -1.0065  -1.2055  1.3358
C  0.6249  0.4003  0.4692
C  1.5906  0.0605  -0.6757
C  0.5772  1.8579  0.6618
N  0.5141  3.0026  0.8210
H  -1.0863  -0.0663  -1.7821
H  -2.2718  -1.0700  -0.9205
H  -0.6282  -1.6753  -1.1653
H  -1.5295  0.6512  0.5937
H  -1.0604  -0.7985  2.2097
H  1.0440  -0.0217  1.3909
H  2.5887  0.4434  -0.4415
H  1.2713  0.5110  -1.6200
H  1.6644  -1.0222  -0.8088

Cartesian forces (eV/Å) of the 6 atoms listed first:
0.0 0.0 0.0
0.0 0.2 -0.3
0.0 0.0 0.3
0.0 0.0 0.0
0.0 -0.1 -0.1
-0.1 1.0 0.2

- ΔE to the lowest compared entry with this formula, charge and spin (kcal per mole) = 25.9
- E_HOMO (eV) = -10.8
- structure (SMILES) = C[C@@H](O)[C@@H](C)C#N
- calculated total energy (eV) = -8868.0874

Partial atomic charges computed with the Mulliken method, in multiples of e: -1.46, 0.21, -0.56, 0.65, -1.52, 0.15, -0.46, 0.35, 0.37, 0.33, 0.34, 0.34, 0.13, 0.43, 0.33, 0.35

***

DFT (ωB97M-V/def2-TZVPD) results for one molecule with the formula C6H10O in a non-equilibrium geometry.

Cartesian coordinates (Å):
C  0.4770  2.0090  0.9063
C  0.4464  0.5783  0.4006
C  -0.6650  -0.2504  1.0404
C  -0.7232  -1.5895  0.4234
C  -0.3478  -1.7160  -0.9150
C  0.3995  -0.6289  -1.6376
O  0.2626  0.6333  -1.0181
H  0.5941  2.0281  1.9970
H  -0.4585  2.5215  0.6493
H  1.3084  2.5621  0.4554
H  1.4156  0.0881  0.6131
H  -1.6218  0.2860  0.9923
H  -0.4655  -0.4221  2.1037
H  -1.7168  -1.9698  -0.2046
H  -0.4072  -2.6878  -1.4443
H  1.4636  -0.9316  -1.6954
H  0.0388  -0.5103  -2.6664

Cartesian forces (eV/Å) of the 6 atoms listed first:
0.0 0.1 0.0
0.1 0.2 0.2
0.5 0.3 0.6
-2.8 -1.5 -4.8
1.9 0.6 1.1
0.2 -0.1 -0.2

- ΔE to the lowest compared entry with this formula, charge and spin (kcal per mole) = 66.2
- E_HOMO (eV) = -8.4
- structure (SMILES) = C[C@H]1CC=CCO1
- calculated total energy (eV) = -8428.3711

Partial atomic charges computed with the Mulliken method, in multiples of e: -1.48, 0.43, -0.39, -0.56, -0.20, -0.52, -0.39, 0.37, 0.34, 0.35, 0.26, 0.35, 0.32, 0.11, 0.41, 0.25, 0.33

***

DFT (ωB97M-V/def2-TZVPD) results for one molecule with the formula C6H10.

Cartesian coordinates (Å):
C  -1.4295  1.5008  2.0187
C  -0.9080  1.8160  0.6123
C  0.0446  0.8107  0.1268
C  0.8256  -0.0277  -0.2505
C  1.7462  -1.0647  -0.7323
C  1.0138  -2.2248  -1.4158
H  -1.9444  0.5354  2.0378
H  -0.6007  1.4544  2.7316
H  -2.1286  2.2738  2.3539
H  -1.7469  1.8846  -0.0920
H  -0.4271  2.8018  0.6132
H  2.3362  -1.4453  0.1108
H  2.4633  -0.6147  -1.4302
H  0.4419  -1.8683  -2.2780
H  1.7272  -2.9800  -1.7621
H  0.3148  -2.7020  -0.7219

Cartesian forces (eV/Å) of the 6 atoms listed first:
0.0 0.0 0.1
-0.1 0.1 0.0
0.3 -0.3 -0.2
-0.3 0.3 0.2
0.1 0.0 0.0
0.0 -0.1 0.0

- ΔE to the lowest compared entry with this formula, charge and spin (kcal per mole) = 28.3
- E_HOMO (eV) = -9.4
- structure (SMILES) = CCC#CCC
- calculated total energy (eV) = -6382.6303

Partial atomic charges computed with the Mulliken method, in multiples of e: -1.09, -0.59, 0.17, 0.18, -0.59, -1.09, 0.30, 0.30, 0.34, 0.28, 0.28, 0.28, 0.28, 0.30, 0.34, 0.30